# 1
{
  "formula": "C4H8NS",
  "method": "ωB97M-V/def2-TZVPD",
  "de_lowest_kj_mol": 267.6,
  "charge": 1,
  "homo_ev": -14.19,
  "energy_ha": -609.76801,
  "elements": ["C", "S", "N", "C", "C", "C", "H", "H", "H", "H", "H", "H", "H", "H"],
  "coordinates": [[1.8987, -1.5059, -0.4789], [2.0585, 0.0746, 0.6735], [0.5783, 0.8672, 0.0472], [-0.1876, 1.8953, 0.1153], [-0.8820, 0.7236, -0.3934], [-1.8307, 0.0489, 0.4961], [2.9398, -1.7956, -0.4373], [1.5037, -1.0736, -1.3230], [1.3226, -2.2602, 0.0484], [-0.2441, 2.9006, 0.6042], [-1.0092, 0.5385, -1.4812], [-2.5059, -0.4291, -0.1017], [-2.3928, 0.6822, 1.2259], [-1.2493, -0.6664, 1.0047]],
  "forces_ev_per_angstrom": [[1.1309, 0.9569, 4.0511], [-1.8984, -0.5185, -1.4624], [-0.0586, 1.0761, 0.8424], [1.6843, -0.1923, 0.3717], [-0.0293, 0.4702, -1.2749], [0.1553, 1.4113, 1.4646], [0.1777, -0.1666, -0.8452], [-0.5315, 0.2946, -2.2441], [-0.3177, 0.1890, -0.2171], [0.2306, -1.0390, -0.6357], [0.3695, 0.4362, 0.7713], [-2.0073, -1.4819, -1.3166], [0.7424, -0.2799, -0.5914], [0.3522, -1.1560, 1.0863]],
  "nbo_charge": [-0.62, 0.47, -0.37, 0.22, -0.01, -0.66, 0.25, 0.23, 0.24, 0.28, 0.24, 0.25, 0.25, 0.24]
}


# 2
{
  "formula": "CH3F2N",
  "method": "ωB97M-V/def2-TZVPD",
  "de_lowest_kj_mol": 552.5,
  "charge": 0,
  "homo_ev": [-10.32, -10.32],
  "energy_ha": -294.17492,
  "elements": ["C", "N", "F", "F", "H", "H", "H"],
  "coordinates": [[-1.4680, 0.4885, -0.0828], [-2.2357, -0.4352, 0.0849], [-1.8037, 1.6872, -0.5012], [-3.8472, -0.5171, 0.3043], [-0.4935, -0.6269, 2.1442], [-1.2607, -0.9252, 2.4646], [-1.8433, -1.4343, 0.1143]],
  "forces_ev_per_angstrom": [[1.1827, 2.5738, -1.9963], [-1.1612, -4.3097, 0.8902], [-0.1193, -0.3826, 0.9474], [1.4509, 0.1859, -0.6087], [-2.9142, -1.2158, 1.3869], [3.0569, 1.1117, -1.0493], [-1.4959, 2.0366, 0.4298]],
  "nbo_charge": [0.53, -0.30, -0.28, -0.38, 0.00, -0.01, 0.44]
}


# 3
{
  "formula": "C7H12",
  "method": "ωB97M-V/def2-TZVPD",
  "de_lowest_kj_mol": 144.7,
  "charge": 0,
  "homo_ev": -9.29,
  "energy_ha": -273.85343,
  "elements": ["C", "C", "C", "C", "C", "C", "C", "H", "H", "H", "H", "H", "H", "H", "H", "H", "H", "H", "H"],
  "coordinates": [[-0.1467, -2.5266, 2.8522], [-0.2944, -2.0970, 1.4632], [-0.5395, -1.6780, 0.3594], [-0.8289, -0.8356, -0.8032], [0.2991, 0.1942, -1.0405], [-0.2174, 1.6310, -0.9346], [0.8230, 2.7046, -1.2354], [0.5674, -3.3441, 2.9585], [-1.1132, -2.8584, 3.2408], [0.1717, -1.6908, 3.4831], [-1.7534, -0.3007, -0.5649], [-1.0404, -1.4009, -1.7138], [1.0747, 0.0173, -0.2879], [0.7591, 0.0109, -2.0192], [-0.6108, 1.7832, 0.0805], [-1.0709, 1.7583, -1.6145], [1.6765, 2.6375, -0.5516], [1.2013, 2.6114, -2.2595], [0.3895, 3.7057, -1.1328]],
  "forces_ev_per_angstrom": [[-0.0780, -0.0638, 0.0799], [-0.2752, 0.1569, -0.4149], [0.0590, 0.0184, 0.5958], [-0.0508, 0.0118, -0.0163], [0.0879, 0.0584, -0.0371], [-0.0633, 0.0129, 0.0096], [0.0467, 0.0220, -0.0261], [-0.0105, 0.0569, 0.0193], [0.0932, -0.0719, -0.0366], [0.0852, -0.1120, -0.1313], [-0.0178, -0.0026, -0.0843], [0.0944, -0.1331, 0.1491], [-0.0213, 0.1583, -0.1645], [-0.0499, 0.1571, 0.1058], [0.0265, -0.0547, -0.1463], [0.1016, -0.0474, 0.0712], [-0.0988, -0.0117, -0.0977], [-0.0154, -0.0066, 0.1331], [0.0866, -0.1489, -0.0085]],
  "nbo_charge": [-0.68, -0.01, -0.02, -0.47, -0.38, -0.39, -0.60, 0.23, 0.23, 0.23, 0.23, 0.23, 0.21, 0.20, 0.20, 0.19, 0.20, 0.20, 0.21]
}


# 4
{
  "formula": "C9H17N2OS",
  "method": "ωB97M-V/def2-TZVPD",
  "spin_multiplicity": 3,
  "de_lowest_kj_mol": 246.7,
  "s_squared": 2.0441,
  "charge": 1,
  "homo_ev": [-9.74, -12.44],
  "energy_ha": -935.47611,
  "elements": ["C", "C", "C", "C", "C", "C", "C", "C", "C", "N", "N", "O", "S", "H", "H", "H", "H", "H", "H", "H", "H", "H", "H", "H", "H", "H", "H", "H", "H", "H"],
  "coordinates": [[0.4705, -0.0481, -0.6002], [-1.2676, -1.3378, -1.0108], [-0.3428, -2.2292, -2.9883], [-0.6958, -2.4336, -1.6924], [-0.0191, -0.8976, 1.5407], [-0.5060, -3.8561, -1.0922], [0.3471, 4.0052, -0.0687], [1.7229, 0.8726, 1.2838], [1.1294, 2.3057, 1.3609], [-2.4291, -0.0212, 0.8163], [0.7974, -0.1119, 0.6201], [0.8359, 2.6856, 0.0742], [-1.6598, -1.4403, 0.7060], [1.0808, 0.6689, -1.2494], [0.3372, -2.8667, -3.4866], [-0.7715, -1.3833, -3.4140], [0.6545, -1.7343, 1.8062], [-0.3010, -0.3163, 2.3393], [-1.4081, -3.9778, -0.6334], [0.3512, -3.8204, -0.4981], [-0.3187, -4.6562, -1.9689], [-0.2879, 4.1569, -1.0541], [1.0333, 4.7455, -0.0289], [-0.3115, 4.0905, 0.7264], [1.9433, 0.3385, 2.3000], [2.6470, 0.7316, 0.6278], [0.3415, 2.4575, 2.0339], [1.8624, 3.0605, 1.8003], [-3.0860, 0.2317, 1.4764], [-2.1494, 0.7801, 0.2737]],
  "forces_ev_per_angstrom": [[1.3281, 0.8481, -2.7363], [0.7193, -1.1218, 1.3380], [0.3468, 0.0292, 0.6260], [-0.6235, -0.6187, 0.7781], [1.2589, -2.5483, -2.5037], [1.1693, 0.4785, -4.6571], [-3.1339, -2.1076, -2.5457], [1.2723, -1.7073, 0.7701], [3.1173, 0.5775, 0.0707], [0.6923, 0.5600, -1.3681], [-1.1847, 1.7012, 0.7921], [0.0077, -0.3000, -1.9246], [0.7945, 0.4946, -0.3253], [-0.8651, -0.9008, 1.0144], [0.1894, -0.6496, -0.7024], [-0.0948, 1.4117, -1.2281], [-0.9659, -0.0341, 0.2961], [-0.7226, 1.1748, 2.0087], [-2.1280, -1.3486, 1.7599], [1.1532, -0.3304, 1.4197], [-0.6378, 1.8701, 2.1488], [1.4865, -0.7542, 1.8540], [2.7052, 2.1172, 0.1338], [-1.6653, 0.9370, 1.5571], [-0.1762, 1.5763, -1.5707], [-1.0141, 1.0129, 1.1411], [-1.9095, -0.5306, 0.9687], [-0.0237, -1.2487, -0.3967], [-1.5307, -0.3079, 1.8337], [0.4352, -0.2806, -0.5523]],
  "mulliken_spin": [0.43, 0.94, 0.49, -0.10, 0.09, 0.04, 0.00, 0.06, -0.01, 0.02, -0.03, 0.00, 0.07, 0.02, 0.01, 0.02, 0.00, 0.00, 0.00, 0.00, -0.01, 0.00, 0.00, 0.00, 0.00, -0.01, 0.00, 0.00, 0.00, 0.00]
}


# 5
{
  "formula": "C5H12N3",
  "method": "ωB97M-V/def2-TZVPD",
  "spin_multiplicity": 2,
  "de_lowest_kj_mol": 67.6,
  "s_squared": 0.7672,
  "charge": 2,
  "homo_ev": [-16.21, -16.20],
  "energy_ha": -361.22566,
  "elements": ["C", "C", "N", "N", "H", "H", "H", "H", "H", "H", "H", "C", "C", "C", "N", "H", "H", "H", "H", "H"],
  "coordinates": [[-1.1417, 0.6254, 1.5932], [-2.0253, 1.0129, 0.6595], [-3.1590, 0.3314, 0.3157], [0.0520, 1.4776, 1.8097], [-1.1215, -0.3194, 2.1124], [-1.8920, 1.9578, 0.1382], [-3.4949, 0.4983, -0.6221], [-3.1477, -0.6503, 0.5594], [0.8341, 1.2185, 1.2116], [0.3658, 1.4292, 2.7827], [-0.1727, 2.4534, 1.6076], [2.2197, -1.1125, -0.6467], [1.4121, -2.2075, -0.4227], [1.4465, -0.0947, -2.5830], [1.8368, -0.0187, -1.3707], [3.2166, -1.0487, -0.2200], [0.4065, -2.2650, -0.8236], [1.7908, -3.0555, 0.1369], [1.1178, 0.8005, -3.1032], [1.4561, -1.0327, -3.1350]],
  "forces_ev_per_angstrom": [[0.2241, -0.0195, -0.5631], [-0.4649, -0.3093, 0.0103], [1.0069, -0.0820, -0.1563], [-0.3413, 0.0307, 0.2229], [-0.0866, 0.0948, 0.1601], [-0.0373, 0.0466, 0.0930], [-0.2776, 0.1298, 0.1670], [-0.3922, 0.0765, 0.0954], [0.1753, 0.0092, 0.0405], [-0.0060, 0.1218, 0.0157], [0.0448, 0.1263, 0.1192], [0.2795, 1.4238, 0.1498], [-0.3667, -0.2206, 0.1910], [-0.1350, 1.0706, 0.0620], [0.1198, -2.5353, -0.6239], [0.0168, -0.0616, -0.0012], [-0.0036, 0.0558, 0.0268], [0.0614, 0.0051, -0.0899], [-0.1807, -0.0019, 0.1348], [0.3632, 0.0393, -0.0539]],
  "mulliken_spin": [0.00, 0.00, 0.00, 0.00, 0.00, 0.00, 0.00, 0.00, 0.00, 0.00, 0.00, 0.19, 0.38, 0.02, 0.34, 0.01, 0.03, 0.03, 0.01, 0.00]
}